1.
DFT (wB97M-V/def2-TZVPD) results for C37H59N7O8PSV as an isolated structure at a distorted geometry.

highest occupied orbital energy (spin up / spin down)	-8.3 / -10.2	eV
⟨S²⟩	3.774
charge	+1
gap between HOMO and LUMO (spin up / spin down)	5.5 / 7.4	eV
LUMO level (spin up / spin down)	-0.0999 / -0.1021	hartree
spin multiplicity	4

Atoms and positions in Å:
V1 0.026 0.376 -0.068
O1 3.925 1.368 5.486
C1 4.333 0.479 4.472
C2 3.272 0.406 3.413
C3 3.334 -0.565 2.406
C4 2.391 -0.553 1.411
N1 1.369 0.319 1.355
C5 1.250 1.193 2.386
C6 2.205 1.279 3.397
C7 0.002 1.929 2.344
C8 -0.469 2.755 3.357
C9 -1.713 3.348 3.244
C10 -2.233 4.218 4.363
O2 -2.244 3.536 5.605
C11 -2.459 3.073 2.095
C12 -1.945 2.230 1.137
N2 -0.737 1.647 1.239
H1 4.642 1.490 6.113
H2 4.509 -0.528 4.872
H3 5.268 0.811 4.004
H4 4.125 -1.305 2.402
H5 2.415 -1.269 0.605
H6 2.119 2.019 4.179
H7 0.123 2.921 4.248
H8 -3.222 4.611 4.110
H9 -1.559 5.064 4.503
H10 -2.967 2.901 5.616
H11 -3.436 3.516 1.953
H12 -2.518 1.998 0.248
N3 -0.774 -1.504 1.424
C13 -0.505 -2.846 0.898
C14 -1.677 -3.807 1.213
C15 -1.894 -5.042 0.329
C16 -0.878 -6.213 0.421
N4 0.082 -6.181 1.536
C17 1.411 -6.108 1.450
N5 2.010 -5.821 0.312
N6 2.132 -6.331 2.566
C18 -0.191 -2.689 -0.623
O3 0.116 -3.706 -1.282
O4 -0.260 -1.529 -1.080
H13 -0.780 -1.501 2.437
H14 -1.694 -1.202 1.113
H15 0.413 -3.201 1.376
H16 -2.584 -3.205 1.111
H17 -1.629 -4.112 2.263
H18 -1.947 -4.706 -0.705
H19 -2.873 -5.449 0.586
H20 -0.322 -6.292 -0.506
H21 -1.437 -7.141 0.546
H22 -0.303 -6.361 2.448
H23 1.503 -5.143 -0.321
H24 3.016 -5.798 0.283
H25 1.708 -6.727 3.386
H26 3.135 -6.356 2.514
C19 -4.846 -0.617 0.691
C20 -4.560 -0.488 -0.781
C21 -3.471 -1.134 -1.354
C22 -3.156 -0.961 -2.694
C23 -3.951 -0.132 -3.463
C24 -5.059 0.507 -2.923
C25 -5.362 0.323 -1.586
S1 -3.480 0.290 -5.122
O5 -4.630 0.419 -5.962
O6 -2.406 -0.578 -5.513
N7 -2.935 1.829 -4.839
C26 -1.687 1.949 -4.087
C27 -1.873 2.823 -2.843
C28 -0.874 2.496 -1.744
O7 -0.268 3.371 -1.141
O8 -0.734 1.231 -1.466
H27 -4.482 -1.566 1.087
H28 -5.914 -0.542 0.894
H29 -4.353 0.190 1.240
H30 -2.858 -1.797 -0.753
H31 -2.303 -1.460 -3.138
H32 -5.665 1.137 -3.562
H33 -6.228 0.814 -1.160
H34 -3.088 2.455 -5.618
H35 -0.873 2.331 -4.706
H36 -1.409 0.950 -3.758
H37 -2.871 2.613 -2.445
H38 -1.807 3.883 -3.077
C29 4.013 -1.770 -3.631
C30 3.088 -1.728 -2.412
C31 3.797 -2.370 -1.212
P1 2.304 -0.083 -1.929
C32 1.734 0.649 -3.551
C33 0.877 -0.422 -4.241
C34 2.727 1.292 -4.521
C35 3.683 1.020 -1.297
C36 5.021 1.062 -2.035
C37 3.086 2.423 -1.131
H39 4.267 -2.812 -3.842
H40 4.940 -1.225 -3.464
H41 3.537 -1.372 -4.522
H42 2.202 -2.332 -2.634
H43 4.502 -1.684 -0.737
H44 4.365 -3.242 -1.551
H45 3.081 -2.703 -0.458
H46 1.068 1.444 -3.206
H47 1.496 -1.190 -4.702
H48 0.266 0.009 -5.033
H49 0.209 -0.899 -3.520
H50 3.550 0.635 -4.794
H51 3.140 2.219 -4.124
H52 2.189 1.548 -5.438
H53 3.886 0.630 -0.294
H54 4.919 1.385 -3.068
H55 5.517 0.092 -2.023
H56 5.683 1.769 -1.527
H57 3.006 2.933 -2.091
H58 3.712 3.031 -0.476
H59 2.083 2.383 -0.700

=====

2.
DFT (wB97M-V/def2-TZVPD) results for C37H60AsGe2N5NiO2 as an isolated structure.

highest occupied orbital energy (spin up / spin down)	-11.4 / -12.1	eV
⟨S²⟩	2.008
charge	+2
gap between HOMO and LUMO (spin up / spin down)	6.4 / 7.1	eV
LUMO level (spin up / spin down)	-0.1820 / -0.1821	hartree
spin multiplicity	3

Atoms and positions in Å:
Ni1 -0.470 -0.330 -0.177
N1 -1.357 -0.199 1.876
C1 -0.469 0.484 2.827
C2 -1.184 1.105 4.034
C3 -2.099 0.232 4.907
C4 -1.443 -0.380 6.141
N2 -0.477 -1.469 5.906
C5 -0.793 -2.758 5.900
N3 -2.069 -3.146 5.972
N4 0.158 -3.688 5.798
C6 0.293 1.605 2.109
O1 0.698 2.549 2.744
O2 0.457 1.456 0.795
H1 -2.180 0.373 1.702
H2 -1.693 -1.078 2.252
H3 0.295 -0.240 3.128
H4 -1.777 1.935 3.641
H5 -0.429 1.580 4.662
H6 -2.626 -0.537 4.330
H7 -2.880 0.885 5.302
H8 -2.195 -0.756 6.834
H9 -0.909 0.394 6.688
H10 0.497 -1.229 5.812
H11 -2.799 -2.477 6.145
H12 -2.297 -4.113 6.132
H13 1.128 -3.431 5.827
H14 -0.059 -4.666 5.887
C7 -1.252 0.329 -4.965
C8 -1.364 0.704 -3.481
Ge1 0.244 0.365 -2.363
C9 1.346 -1.041 -3.225
C10 2.165 -0.585 -4.440
C11 1.288 1.987 -2.648
C12 1.636 3.004 -1.857
Ge2 1.208 3.185 0.042
C13 2.857 3.332 1.054
C14 4.124 3.091 0.225
C15 -0.490 4.097 0.219
C16 -0.619 5.494 -0.397
C17 2.420 4.188 -2.363
C18 3.047 4.180 -3.611
C19 3.774 5.272 -4.057
C20 3.905 6.406 -3.265
C21 3.308 6.433 -2.017
C22 2.579 5.333 -1.581
H15 -2.181 0.522 -5.505
H16 -1.009 -0.729 -5.101
H17 -0.472 0.908 -5.462
H18 -2.217 0.191 -3.029
H19 -1.567 1.773 -3.376
H20 0.689 -1.873 -3.497
H21 2.052 -1.437 -2.481
H22 1.531 -0.184 -5.231
H23 2.734 -1.413 -4.867
H24 2.882 0.191 -4.163
H25 1.571 2.073 -3.701
H26 2.759 2.605 1.857
H27 2.866 4.315 1.533
H28 4.078 2.157 -0.341
H29 4.997 3.043 0.881
H30 4.308 3.886 -0.493
H31 -0.761 4.105 1.273
H32 -1.152 3.397 -0.301
H33 -0.045 6.236 0.160
H34 -1.663 5.812 -0.381
H35 -0.289 5.521 -1.434
H36 2.986 3.304 -4.246
H37 4.249 5.235 -5.030
H38 4.475 7.257 -3.616
H39 3.405 7.305 -1.382
H40 2.131 5.403 -0.593
C23 -2.493 -3.389 0.343
As1 -2.302 -1.870 -0.861
C24 -4.142 -1.265 -0.865
C25 -2.169 -2.709 -2.635
C26 -2.961 -3.977 -2.774
C27 -4.280 -3.940 -3.218
C28 -5.025 -5.109 -3.322
C29 -4.456 -6.330 -2.989
C30 -3.135 -6.379 -2.556
C31 -2.396 -5.209 -2.449
H41 -3.228 -4.085 -0.061
H42 -2.843 -3.021 1.309
H43 -1.551 -3.921 0.480
H44 -4.777 -2.084 -1.200
H45 -4.257 -0.414 -1.534
H46 -4.440 -0.971 0.140
H47 -1.111 -2.867 -2.834
H48 -2.518 -1.943 -3.326
H49 -4.723 -2.994 -3.508
H50 -6.046 -5.066 -3.681
H51 -5.032 -7.242 -3.082
H52 -2.679 -7.331 -2.317
H53 -1.359 -5.256 -2.131
N5 1.005 -1.861 0.110
C32 2.021 -1.563 1.084
C33 2.949 -0.568 0.812
C34 3.945 -0.284 1.734
C35 4.015 -0.979 2.935
C36 3.087 -1.975 3.196
C37 2.083 -2.269 2.278
H54 0.603 -2.776 0.269
H55 1.386 -1.850 -0.831
H56 2.899 -0.028 -0.130
H57 4.682 0.474 1.503
H58 4.810 -0.772 3.639
H59 3.196 -2.572 4.093
H60 1.385 -3.083 2.459

=====

3.
DFT (wB97M-V/def2-TZVPD) results for C37H61BCuN7OPS as an isolated structure.

highest occupied orbital energy (spin up / spin down)	-7.9 / -8.0	eV
⟨S²⟩	0.753
gap between HOMO and LUMO (spin up / spin down)	8.4 / 8.3	eV
LUMO level (spin up / spin down)	0.0180 / 0.0119	hartree
spin multiplicity	2

Atoms and positions in Å:
Cu1 1.810 0.569 0.195
B1 4.131 0.326 2.641
N1 2.642 0.569 3.032
C1 2.164 0.519 4.279
C2 0.780 0.500 4.228
C3 0.491 0.529 2.868
N2 1.619 0.573 2.160
N3 4.487 1.098 1.336
C4 5.715 1.517 1.018
C5 5.687 2.061 -0.256
C6 4.363 1.921 -0.657
N4 3.647 1.346 0.314
H1 4.818 0.758 3.532
H2 4.298 -0.863 2.460
H3 2.833 0.517 5.123
H4 0.089 0.466 5.052
H5 -0.458 0.558 2.367
H6 6.527 1.409 1.717
H7 6.503 2.491 -0.808
H8 3.886 2.216 -1.575
O1 0.439 -1.206 0.062
P1 -0.483 -2.295 0.533
C7 -0.946 -3.469 -0.794
C8 0.245 -4.133 -1.508
C9 0.973 -3.190 -2.467
C10 0.018 -2.611 -3.505
C11 -1.124 -1.888 -2.798
C12 -1.869 -2.833 -1.853
C13 0.174 -3.154 2.048
C14 -0.348 -4.561 2.397
C15 0.449 -5.708 1.779
C16 1.937 -5.562 2.084
C17 2.468 -4.227 1.567
C18 1.705 -3.054 2.176
C19 -2.056 -1.552 1.136
C20 -3.240 -2.506 1.330
C21 -4.396 -1.789 2.047
C22 -4.565 -0.329 1.582
C23 -3.949 -0.125 0.201
C24 -2.434 -0.311 0.284
H9 -1.512 -4.239 -0.255
H10 -0.153 -4.983 -2.074
H11 0.956 -4.537 -0.794
H12 1.787 -3.731 -2.954
H13 1.415 -2.365 -1.900
H14 -0.383 -3.413 -4.136
H15 0.551 -1.913 -4.153
H16 -1.828 -1.471 -3.522
H17 -0.695 -1.052 -2.235
H18 -2.293 -3.655 -2.441
H19 -2.708 -2.312 -1.391
H20 -0.232 -2.471 2.800
H21 -1.402 -4.665 2.132
H22 -0.292 -4.663 3.486
H23 0.298 -5.727 0.701
H24 0.071 -6.657 2.166
H25 2.496 -6.394 1.649
H26 2.084 -5.606 3.169
H27 2.389 -4.191 0.476
H28 3.528 -4.121 1.807
H29 2.042 -2.125 1.728
H30 1.949 -2.994 3.241
H31 -1.780 -1.201 2.132
H32 -2.944 -3.374 1.921
H33 -3.582 -2.886 0.366
H34 -4.217 -1.810 3.124
H35 -5.316 -2.349 1.870
H36 -4.062 0.345 2.282
H37 -5.622 -0.056 1.581
H38 -4.171 0.874 -0.183
H39 -4.389 -0.836 -0.507
H40 -1.996 0.576 0.746
H41 -2.003 -0.369 -0.717
C25 -0.302 4.141 -3.108
N5 -0.169 3.566 -1.783
C26 1.094 3.942 -1.176
C27 -0.397 2.115 -1.736
C28 0.634 1.277 -2.468
C29 0.572 1.189 -3.861
C30 1.528 0.492 -4.582
C31 2.562 -0.143 -3.908
C32 2.616 -0.076 -2.522
C33 1.662 0.624 -1.777
H42 -0.318 5.231 -3.028
H43 -1.243 3.817 -3.556
H44 0.521 3.873 -3.787
H45 1.155 5.033 -1.126
H46 1.967 3.578 -1.736
H47 1.143 3.543 -0.160
H48 -1.396 1.923 -2.141
H49 -0.416 1.835 -0.679
H50 -0.242 1.668 -4.396
H51 1.464 0.441 -5.662
H52 3.313 -0.698 -4.457
H53 3.431 -0.576 -2.008
S1 -1.036 3.175 1.987
C34 -1.783 4.456 1.201
N6 -1.122 5.590 0.923
C35 -1.702 6.712 0.208
C36 -2.730 6.183 -0.778
C37 -3.757 5.356 -0.026
N7 -3.079 4.394 0.834
H54 -0.160 5.606 1.215
H55 -0.905 7.241 -0.314
H56 -2.171 7.414 0.905
H57 -2.224 5.546 -1.504
H58 -3.219 7.006 -1.298
H59 -4.387 4.808 -0.727
H60 -4.406 6.005 0.570
H61 -3.517 3.508 1.018

=====

4.
DFT (wB97M-V/def2-TZVPD) results for C37H61O5S2SeSiW as an isolated structure at a distorted geometry.

highest occupied orbital energy	-11.7	eV
charge	+1
gap between HOMO and LUMO	6.1	eV
LUMO level	-0.2041	hartree

Atoms and positions in Å:
W1 0.992 1.582 0.578
C1 -1.406 -1.554 6.578
C2 -2.677 -1.110 5.837
C3 -3.506 -0.234 6.774
C4 -3.505 -2.345 5.457
C5 -2.255 -0.365 4.572
C6 -1.569 -1.052 3.566
C7 -1.109 -0.358 2.474
Se1 -0.431 -1.219 0.917
C8 1.355 -1.775 1.211
C9 1.666 -2.916 1.924
C10 2.982 -3.361 1.952
C11 3.913 -2.692 1.154
C12 3.650 -1.562 0.382
C13 2.342 -1.082 0.505
O1 1.952 0.146 0.004
C14 4.726 -0.962 -0.528
C15 6.007 -1.801 -0.529
C16 5.094 0.457 -0.082
C17 4.184 -0.949 -1.960
C18 3.420 -4.571 2.776
C19 2.286 -5.109 3.649
C20 3.883 -5.683 1.824
C21 4.583 -4.158 3.689
C22 -1.339 1.017 2.355
O2 -0.674 1.614 1.287
C23 -2.153 1.720 3.233
C24 -2.553 0.973 4.352
C25 -2.789 3.104 2.989
C26 -3.372 3.675 4.285
C27 -3.942 2.870 1.998
C28 -1.856 4.172 2.415
H1 -1.673 -2.114 7.477
H2 -0.805 -0.693 6.879
H3 -0.783 -2.201 5.956
H4 -3.787 -0.816 7.653
H5 -4.429 0.111 6.301
H6 -2.947 0.637 7.123
H7 -3.849 -2.849 6.362
H8 -2.927 -3.070 4.881
H9 -4.382 -2.066 4.870
H10 -1.399 -2.118 3.639
H11 0.885 -3.447 2.449
H12 4.916 -3.088 1.128
H13 6.500 -1.805 0.445
H14 6.706 -1.363 -1.243
H15 5.826 -2.833 -0.837
H16 5.591 0.442 0.890
H17 4.230 1.109 -0.003
H18 5.783 0.896 -0.806
H19 3.951 -1.962 -2.297
H20 4.936 -0.531 -2.632
H21 3.284 -0.346 -2.051
H22 1.459 -5.504 3.053
H23 1.894 -4.345 4.326
H24 2.662 -5.929 4.263
H25 3.078 -5.988 1.153
H26 4.195 -6.557 2.399
H27 4.731 -5.365 1.215
H28 4.302 -3.325 4.337
H29 5.464 -3.860 3.118
H30 4.871 -4.999 4.323
H31 -3.155 1.478 5.089
H32 -4.210 3.090 4.668
H33 -3.752 4.677 4.082
H34 -2.616 3.757 5.070
H35 -4.643 2.124 2.378
H36 -3.571 2.528 1.031
H37 -4.486 3.803 1.842
H38 -1.025 4.386 3.082
H39 -2.436 5.088 2.289
H40 -1.455 3.911 1.440
C29 1.810 1.602 -3.016
Si1 0.661 2.467 -1.859
C30 -1.126 2.047 -2.401
C31 -1.163 0.530 -2.670
C32 -2.225 2.372 -1.388
C33 -1.464 2.768 -3.712
C34 1.161 4.311 -1.779
C35 0.501 5.035 -0.601
C36 2.689 4.417 -1.670
C37 0.752 5.026 -3.076
H41 1.605 2.038 -3.999
H42 1.641 0.529 -3.074
H43 2.859 1.771 -2.777
H44 -0.823 -0.064 -1.817
H45 -0.564 0.241 -3.534
H46 -2.197 0.234 -2.877
H47 -2.162 1.763 -0.491
H48 -3.200 2.162 -1.843
H49 -2.228 3.423 -1.087
H50 -0.685 2.687 -4.475
H51 -1.685 3.822 -3.562
H52 -2.368 2.302 -4.123
H53 0.838 4.678 0.377
H54 -0.589 4.956 -0.631
H55 0.746 6.102 -0.636
H56 3.122 3.876 -0.830
H57 2.951 5.472 -1.539
H58 3.182 4.074 -2.581
H59 -0.314 5.228 -3.127
H60 1.044 4.494 -3.985
H61 1.266 5.994 -3.092
O3 2.710 2.394 0.946
S1 2.414 2.616 2.541
O4 1.028 3.141 2.262
O5 3.373 3.458 3.140
S2 2.162 0.764 3.134

=====

Relative energy (zero: lowest compared OMol25 entry of this formula, charge and spin)
In order: 68.9; 0.0; 0.0; 49.9
Unit: kcal/mol